Molecular formula: C3H5N3
Method: DFT, ωB97M-V with the def2-TZVPD basis set

The calculation puts the LUMO energy at 0.62 eV. The energy above the lowest of the compared OMol25 structures with the same formula, charge and spin comes out at 30.7 kcal per mole. The calculation puts the largest force on an atom at 5.58 eV/Å. The value obtained for the molecular weight is 83.09 g/mol. As for the highest occupied orbital energy: -8.883 eV. As for the structure (SMILES): NC1=NCN=C1.

Geometry (Å):
N1 1.334 -1.107 0.931
C1 0.467 -0.371 0.242
N2 0.563 0.081 -1.069
C2 -0.573 0.889 -1.258
N3 -1.405 0.914 -0.061
C3 -0.723 0.185 0.790
H1 1.026 -1.315 1.966
H2 2.114 -1.587 0.416
H3 -1.332 0.468 -2.085
H4 -0.295 1.885 -1.650
H5 -1.176 -0.043 1.778